Molecular formula: C6H11CsO4
Method: DFT, the ωB97M-V functional and the def2-TZVPD basis

Each line ends with the Mulliken charge.
Cartesian coordinates (Å):
Cs (-1.332, 0.841, -3.384)  0.973
C (1.751, -0.440, -2.001)  -0.418
C (2.304, -1.105, -3.248)  -0.443
O (1.400, -1.247, -4.269)  -0.831
H (1.348, 0.557, -2.219)  0.047
H (2.453, -0.492, -1.161)  0.367
H (0.853, -0.917, -1.573)  0.015
H (2.579, -2.138, -2.935)  0.158
H (3.239, -0.590, -3.539)  0.193
C (-1.531, -0.185, 0.370)  -0.864
C (-1.628, 0.528, 1.693)  0.389
C (-1.023, -0.260, 2.865)  -0.514
O (-0.406, 0.793, 3.659)  -0.348
C (-0.244, 1.888, 2.897)  0.651
O (0.188, 2.929, 3.255)  -0.513
O (-0.665, 1.617, 1.630)  -0.375
H (-2.524, -0.613, 0.158)  0.454
H (-0.779, -0.964, 0.309)  0.407
H (-1.494, 0.454, -0.515)  -0.289
H (-2.594, 0.976, 1.917)  0.329
H (-0.174, -0.873, 2.567)  0.316
H (-1.722, -0.761, 3.525)  0.296

Calculated values
net charge: 0

=====

Molecular formula: C44H86IN9O6P4
Method: DFT, the ωB97M-V functional and the def2-TZVPD basis

Each line ends with the Mulliken charge.
Cartesian coordinates (Å):
C (-6.973, -1.210, -3.107)  -0.628
C (-6.881, -0.363, -1.672)  -0.531
C (-5.250, -0.338, -1.307)  0.085
C (-5.002, -0.133, 0.300)  -0.566
C (-4.675, -1.502, 1.139)  -0.649
C (-3.591, -2.510, 0.435)  0.227
C (-2.197, -1.800, -0.058)  0.647
C (-1.592, -0.749, 1.046)  -0.099
C (0.020, -0.464, 0.922)  -0.110
C (1.038, -0.772, 2.181)  0.299
P (0.374, -1.533, 3.819)  0.125
C (0.361, -3.454, 3.609)  -0.885
O (1.579, -1.064, 5.037)  -0.427
C (2.670, -0.428, 2.054)  -0.365
C (3.271, 0.229, 0.658)  -0.736
C (2.300, 0.508, -0.633)  0.180
C (0.674, 0.153, -0.473)  -0.021
C (-0.253, 0.468, -1.828)  0.501
O (-1.468, 1.031, -1.760)  -0.519
C (0.485, 0.069, -3.272)  0.207
C (2.105, 0.451, -3.430)  0.219
C (2.974, 0.167, -4.812)  -0.567
C (2.143, -0.534, -6.060)  -0.484
C (0.543, -0.965, -5.915)  -0.448
C (-0.312, -0.674, -4.527)  0.318
C (-1.919, -1.124, -4.416)  0.181
I (-3.311, 0.431, -5.076)  0.077
C (-2.146, -2.583, -5.201)  -0.261
C (-3.663, -3.210, -4.935)  -0.663
C (2.820, 1.149, -2.088)  0.173
O (3.721, 2.136, -2.173)  -0.453
H (-6.833, -2.350, -2.885)  0.184
H (-6.045, -0.851, -3.765)  -0.034
H (-8.006, -1.019, -3.622)  0.365
H (-7.213, 0.763, -1.877)  0.262
H (-7.515, -0.841, -0.812)  0.310
H (-4.847, 0.654, -1.835)  0.107
H (-4.658, -1.221, -1.796)  -0.122
H (-4.224, 0.731, 0.429)  0.188
H (-6.028, 0.289, 0.742)  0.417
H (-5.656, -2.076, 1.437)  0.370
H (-4.180, -1.151, 2.167)  0.214
H (-4.149, -2.994, -0.503)  0.270
H (-3.335, -3.441, 1.137)  -0.518
H (-2.425, -1.309, -1.112)  -0.804
H (-1.377, -2.641, -0.263)  0.393
H (-2.127, 0.297, 0.834)  0.027
H (-1.943, -1.045, 2.145)  0.289
H (-0.192, -3.995, 4.507)  0.318
H (1.443, -3.912, 3.571)  0.339
H (-0.193, -3.811, 2.626)  0.211
H (2.181, -1.848, 5.241)  0.274
H (3.376, -0.623, 2.977)  0.270
H (4.406, 0.506, 0.574)  0.276
H (4.118, 0.445, -4.934)  0.329
H (2.747, -0.750, -7.066)  0.276
H (0.033, -1.464, -6.870)  0.143
H (-2.070, -1.386, -3.261)  -0.253
H (-1.948, -2.488, -6.369)  0.228
H (-1.367, -3.380, -4.777)  0.278
H (-4.514, -2.397, -5.059)  0.134
H (-3.746, -3.732, -3.874)  0.122
H (-3.821, -4.086, -5.726)  0.336
C (4.539, 3.376, 6.642)  -0.767
N (3.268, 3.556, 7.338)  0.062
C (3.129, 2.476, 8.316)  -1.049
P (1.774, 4.110, 6.673)  0.944
O (1.374, 4.817, 7.991)  -0.771
N (2.034, 5.641, 5.896)  0.186
C (3.355, 6.232, 5.723)  -1.216
C (1.115, 6.721, 6.292)  -1.070
N (2.234, 3.297, 5.158)  0.060
C (1.875, 3.908, 3.863)  -0.977
C (1.577, 1.970, 5.139)  -0.991
H (4.521, 2.548, 5.932)  0.233
H (5.348, 3.168, 7.353)  0.388
H (4.882, 4.269, 6.119)  0.149
H (3.038, 1.506, 7.817)  0.301
H (2.248, 2.614, 8.945)  0.307
H (3.993, 2.431, 8.985)  0.352
H (3.861, 6.375, 6.679)  0.312
H (3.297, 7.208, 5.229)  0.421
H (3.978, 5.632, 5.054)  0.327
H (1.408, 7.181, 7.241)  0.322
H (0.088, 6.346, 6.388)  0.321
H (1.083, 7.509, 5.530)  0.337
H (0.818, 4.198, 3.834)  0.385
H (2.061, 3.213, 3.035)  0.337
H (2.490, 4.779, 3.627)  0.270
H (0.488, 2.071, 5.074)  0.364
H (1.808, 1.400, 6.043)  0.292
H (1.937, 1.364, 4.299)  0.136
C (-6.842, -8.865, 0.383)  -0.820
N (-5.895, -7.926, -0.211)  0.134
C (-6.053, -7.981, -1.665)  -1.117
P (-4.289, -7.577, 0.318)  0.876
O (-4.395, -6.097, -0.126)  -0.718
N (-4.334, -7.109, 1.990)  0.283
C (-5.540, -7.180, 2.804)  -1.245
C (-3.653, -5.845, 2.317)  -1.241
N (-4.168, -9.278, 0.828)  -0.079
C (-3.414, -9.622, 2.049)  -0.916
C (-3.488, -10.027, -0.253)  -1.093
H (-6.547, -9.907, 0.251)  0.287
H (-7.836, -8.756, -0.069)  0.383
H (-7.024, -8.692, 1.443)  0.156
H (-5.755, -8.960, -2.054)  0.335
H (-5.446, -7.222, -2.164)  0.278
H (-7.091, -7.802, -1.960)  0.374
H (-6.348, -6.581, 2.381)  0.307
H (-5.359, -6.820, 3.823)  0.402
H (-5.871, -8.213, 2.943)  0.381
H (-4.272, -4.974, 2.082)  0.392
H (-2.706, -5.757, 1.769)  0.322
H (-3.397, -5.801, 3.381)  0.350
H (-2.425, -9.151, 2.059)  0.340
H (-3.276, -10.707, 2.133)  0.359
H (-3.949, -9.347, 2.961)  0.258
H (-2.447, -9.701, -0.363)  0.375
H (-3.989, -9.879, -1.214)  0.266
H (-3.512, -11.106, -0.061)  0.388
C (3.745, 7.257, -4.404)  -0.805
N (4.420, 6.053, -4.877)  0.072
C (3.448, 4.958, -4.881)  -1.186
P (6.043, 5.561, -4.551)  0.908
O (6.193, 4.903, -5.944)  -0.765
N (7.124, 6.841, -5.007)  0.185
C (6.665, 8.156, -5.436)  -1.212
C (8.236, 6.452, -5.891)  -1.080
N (5.871, 6.318, -2.949)  0.025
C (7.026, 7.004, -2.338)  -0.945
C (5.515, 5.255, -1.983)  -1.161
H (3.549, 7.242, -3.331)  0.280
H (2.775, 7.382, -4.903)  0.377
H (4.275, 8.179, -4.643)  0.172
H (3.128, 4.716, -3.862)  0.389
H (3.864, 4.052, -5.326)  0.292
H (2.559, 5.218, -5.461)  0.377
H (6.012, 8.092, -6.307)  0.322
H (7.504, 8.810, -5.698)  0.423
H (6.159, 8.688, -4.625)  0.319
H (7.922, 6.378, -6.936)  0.320
H (8.660, 5.488, -5.585)  0.321
H (9.055, 7.179, -5.835)  0.340
H (7.927, 6.382, -2.369)  0.353
H (6.823, 7.258, -1.290)  0.348
H (7.240, 7.965, -2.812)  0.282
H (6.338, 4.543, -1.859)  0.340
H (4.634, 4.697, -2.313)  0.275
H (5.253, 5.681, -1.006)  0.423

Calculated values
SMILES: CCCCCCCCc1c(P(C)O)ccc2c1C(=O)c1c(cccc1[C@@H](I)CC)C2=O.CN(C)P(=O)(N(C)C)N(C)C.CN(C)P(=O)(N(C)C)N(C)C.CN(C)P(=O)(N(C)C)N(C)C
net charge: 0

=====

Molecular formula: C20H25FN2O3
Method: DFT, the ωB97M-V functional and the def2-TZVPD basis

Each line ends with the natural charge from an NBO analysis.
Cartesian coordinates (Å):
C (3.137, -4.144, 3.386)  -0.255
O (2.189, -5.167, 3.573)  -0.523
C (0.855, -4.731, 3.429)  -0.112
C (0.519, -4.305, 2.032)  0.260
C (0.563, -4.983, 0.845)  -0.311
C (0.170, -4.061, -0.148)  -0.266
C (-0.084, -2.878, 0.502)  0.162
C (-0.685, -1.591, 0.069)  0.638
O (-1.527, -1.046, 0.761)  -0.609
N (-0.284, -1.087, -1.126)  -0.426
C (0.831, -1.595, -1.887)  -0.413
C (-0.964, 0.103, -1.613)  -0.065
C (-1.369, 0.001, -3.082)  -0.401
C (-2.137, 1.268, -3.448)  -0.401
C (-1.297, 2.505, -3.141)  -0.211
N (-0.951, 2.526, -1.734)  -0.444
C (-0.326, 3.769, -1.323)  -0.232
C (-0.296, 3.896, 0.177)  -0.124
C (-1.294, 3.340, 0.969)  -0.131
C (-1.263, 3.466, 2.345)  -0.238
C (-0.233, 4.160, 2.960)  -0.197
C (0.770, 4.728, 2.195)  -0.280
C (0.722, 4.584, 0.821)  0.397
F (1.715, 5.140, 0.082)  -0.334
C (-0.138, 1.375, -1.393)  -0.229
O (0.125, -3.037, 1.826)  -0.369
H (3.105, -3.746, 2.365)  0.169
H (2.974, -3.320, 4.091)  0.167
H (4.111, -4.592, 3.568)  0.196
H (0.644, -3.889, 4.105)  0.188
H (0.243, -5.590, 3.718)  0.211
H (0.841, -6.007, 0.705)  0.234
H (0.065, -4.259, -1.194)  0.227
H (0.497, -2.251, -2.696)  0.190
H (1.506, -2.150, -1.240)  0.226
H (1.381, -0.761, -2.323)  0.204
H (-1.867, 0.197, -1.001)  0.251
H (-0.483, -0.080, -3.716)  0.193
H (-1.990, -0.882, -3.241)  0.215
H (-2.399, 1.259, -4.508)  0.211
H (-3.057, 1.315, -2.865)  0.208
H (-1.875, 3.404, -3.367)  0.204
H (-0.395, 2.509, -3.783)  0.157
H (0.697, 3.874, -1.725)  0.187
H (-0.924, 4.595, -1.727)  0.214
H (-2.087, 2.795, 0.483)  0.225
H (-2.043, 3.018, 2.941)  0.217
H (-0.207, 4.260, 4.035)  0.216
H (1.585, 5.273, 2.643)  0.227
H (0.143, 1.441, -0.340)  0.224
H (0.787, 1.347, -2.001)  0.156

Calculated values
SMILES: COCc1ccc(C(=O)N(C)[C@@H]2CCCN(Cc3ccccc3F)C2)o1
net charge: 0

=====

| no. | HOMO energy (Eh) | E_LUMO (eV) |
| --- | --- | --- |
| 1 | -0.2155 | -1.00 |
| 2 | -0.2877 | -1.78 |
| 3 | -0.3202 | 0.70 |